Entry from the Open Molecules 2025 dataset: a 2-piece molecular cluster, C5H13NO3 overall (ωB97M-V/def2-TZVPD).

CARTESIAN COORDINATES (ANGSTROEM)
C1 1.13 -0.15 1.47
C2 2.17 -0.20 0.40
O1 3.30 0.60 0.57
C3 2.09 -0.96 -0.69
O2 3.04 -1.00 -1.67
H1 1.52 -0.55 2.41
H2 0.27 -0.74 1.17
H3 0.81 0.88 1.64
H4 3.23 1.05 1.42
H5 1.25 -1.61 -0.88
H6 3.76 -0.41 -1.39
C4 -2.71 0.83 0.64
C5 -2.65 -0.31 -0.37
O3 -1.34 -0.61 -0.80
N1 -0.81 0.47 -1.59
H7 -2.14 0.58 1.53
H8 -2.28 1.72 0.19
H9 -3.74 1.02 0.92
H10 -3.28 -0.08 -1.24
H11 -3.00 -1.25 0.08
H12 0.14 0.60 -1.26
H13 -0.77 0.12 -2.55

The LUMO energy is 0.7277 eV. As for the SMILES: C/C(O)=C/O.CCON. The value obtained for the relative energy (zero: lowest compared OMol25 entry of this formula, charge and spin) is 318.1 kJ/mol. The value obtained for the electronic energy is -478.69427 hartree. The calculation puts the frontier orbital gap at 0.32546 hartree.

Entry from the Open Molecules 2025 dataset: a 2-piece molecular cluster, C5H13NO3 overall (ωB97M-V/def2-TZVPD).

CARTESIAN COORDINATES (ANGSTROEM)
N1 0.62 0.83 2.48
C1 0.73 0.10 1.22
C2 2.04 -0.65 1.38
O1 2.15 -1.34 2.36
C3 0.48 0.79 -0.10
C4 -0.97 1.05 -0.36
C5 -1.78 0.12 -1.10
O2 -1.32 0.16 -2.58
H1 0.55 0.16 3.25
H2 1.55 1.32 2.61
H3 -0.11 -0.73 1.19
H4 2.80 -0.61 0.55
H5 1.01 1.84 -0.01
H6 0.93 0.26 -1.11
H7 -1.33 1.28 0.80
H8 -1.15 2.12 -0.86
H9 -2.83 0.29 -1.36
H10 -1.60 -0.79 -0.75
H11 -1.31 1.01 -2.96
O3 -0.34 -2.50 -1.23
H12 0.32 -3.01 -1.65
H13 -0.42 -1.70 -1.78

The LUMO energy is 0.6415 eV. As for the SMILES: N[C@H](C=O)CCCO.O. The value obtained for the relative energy (zero: lowest compared OMol25 entry of this formula, charge and spin) is 354.4 kJ/mol. The value obtained for the electronic energy is -478.68045 hartree. The calculation puts the frontier orbital gap at 0.37084 hartree.

Entry from the Open Molecules 2025 dataset: a single C5H13NO3 molecule (ωB97M-V/def2-TZVPD).

CARTESIAN COORDINATES (ANGSTROEM)
C1 -2.00 0.58 1.79
C2 -1.16 0.89 0.56
O1 -1.97 1.11 -0.59
C3 0.00 -0.35 0.36
N1 0.79 -0.43 1.54
C4 0.72 0.05 -0.90
O2 -0.05 -0.01 -2.07
C5 1.93 -1.05 -1.14
O3 2.84 -0.51 -2.06
H1 -2.53 -0.36 1.65
H2 -1.35 0.48 2.66
H3 -2.73 1.37 1.96
H4 -0.61 1.83 0.71
H5 -2.74 0.53 -0.56
H6 -0.55 -1.28 0.21
H7 1.28 -1.31 1.63
H8 1.46 0.34 1.61
H9 1.20 1.04 -0.79
H10 -0.82 0.56 -1.93
H11 1.47 -1.96 -1.54
H12 2.52 -1.33 -0.27
H13 2.32 -0.18 -2.81

The LUMO energy is 0.8343 eV. As for the SMILES: C[C@H](O)[C@H](N)[C@H](O)CO. The value obtained for the relative energy (zero: lowest compared OMol25 entry of this formula, charge and spin) is 159.8 kJ/mol. The value obtained for the electronic energy is -478.75454 hartree. The calculation puts the frontier orbital gap at 0.35706 hartree.

Entry from the Open Molecules 2025 dataset: a 3-piece molecular cluster, C5H13NO3 overall (ωB97M-V/def2-TZVPD).

CARTESIAN COORDINATES (ANGSTROEM)
C1 -1.49 -0.50 0.40
C2 -0.57 -1.48 0.24
C3 -0.55 -2.38 -0.96
O1 0.08 -2.04 1.31
H1 -2.06 -0.14 -0.44
H2 -1.73 -0.12 1.38
H3 -1.01 -3.34 -0.71
H4 -1.09 -1.94 -1.79
H5 0.47 -2.58 -1.25
H6 0.21 -1.36 2.00
N1 1.52 0.31 -1.20
C4 1.91 -0.16 0.01
O2 1.68 0.41 1.08
H7 1.91 -0.06 -2.05
H8 0.88 1.09 -1.22
H9 2.68 -0.93 -0.05
C5 -0.63 2.79 0.33
O3 -0.52 1.93 1.44
H10 -1.48 3.46 0.50
H11 0.27 3.39 0.20
H12 -0.81 2.21 -0.59
H13 0.33 1.44 1.40

The LUMO energy is 0.6849 eV. As for the SMILES: C=C(C)O.NC=O.CO. The value obtained for the relative energy (zero: lowest compared OMol25 entry of this formula, charge and spin) is 178.6 kJ/mol. The value obtained for the electronic energy is -478.74739 hartree. The calculation puts the frontier orbital gap at 0.33608 hartree.

Entry from the Open Molecules 2025 dataset: a 2-piece molecular cluster, C5H13NO3 overall (ωB97M-V/def2-TZVPD).

CARTESIAN COORDINATES (ANGSTROEM)
C1 1.20 -1.84 0.33
C2 0.38 -0.55 -0.04
C3 -1.06 -1.11 -0.28
C4 -1.07 -1.58 -1.71
O1 -1.85 -0.95 -2.45
N1 0.25 0.45 1.00
C5 1.58 1.10 1.13
O2 2.19 0.18 2.01
H1 0.80 -2.72 -0.01
H2 2.22 -1.78 -0.29
H3 1.55 -1.82 1.36
H4 0.73 -0.21 -1.02
H5 -1.62 -0.21 -0.10
H6 -1.51 -1.68 0.56
H7 -0.45 -2.42 -1.96
H8 -0.07 0.14 1.92
H9 2.10 1.21 0.17
H10 1.33 1.99 1.68
H11 3.15 0.09 1.97
O3 -1.98 3.48 -0.45
H12 -1.88 2.57 -0.42
H13 -1.18 3.80 -0.31

The LUMO energy is 0.5939 eV. As for the SMILES: C[C@@H](CC=O)NCO.O. The value obtained for the relative energy (zero: lowest compared OMol25 entry of this formula, charge and spin) is 364.8 kJ/mol. The value obtained for the electronic energy is -478.67648 hartree. The calculation puts the frontier orbital gap at 0.36555 hartree.

Entry from the Open Molecules 2025 dataset: a 2-piece molecular cluster, C5H13NOS overall (ωB97M-V/def2-TZVPD).

CARTESIAN COORDINATES (ANGSTROEM)
C1 1.28 0.76 -0.55
O1 2.66 0.51 -0.43
C2 0.60 1.18 0.80
C3 -0.90 1.71 0.04
C4 -0.83 0.51 0.87
S1 -0.67 -2.47 -0.53
C5 -2.46 -1.96 -0.75
N1 1.12 2.34 1.31
H1 1.14 1.62 -1.28
H2 0.70 -0.15 -1.00
H3 2.85 -0.24 -1.05
H4 1.11 0.36 1.33
H5 -1.15 2.71 0.48
H6 -1.01 1.56 -1.09
H7 -1.53 0.56 1.73
H8 -0.78 -0.42 0.43
H9 -2.46 -0.88 -1.18
H10 -3.00 -2.54 -1.54
H11 -3.20 -2.05 0.17
H12 2.17 2.38 1.30
H13 0.62 2.82 2.01

The LUMO energy (spin up / spin down) is 3.6296 / 3.5746 eV. Its expectation value of S² is 0.76. As for the multiplicity: 2. The value obtained for the relative energy (zero: lowest compared OMol25 entry of this formula, charge and spin) is 473.0 kJ/mol. The value obtained for the electronic energy is -726.28831 hartree. The charge is -1. The calculation puts the frontier orbital gap (spin up / spin down) at 0.20912 / 0.22890 hartree.

no.,maximum force (eV/A)
1,0.7
2,6.7
3,3.9
4,2.7
5,6.8
6,6.3